C2ClN2P | ωB97M-V with the def2-TZVPD basis set

The calculation puts the HOMO energy at -11.76 eV. For the orbital gap, the calculation gives 9.43 eV. For the calculated total energy, the calculation gives -987.1924 hartree. Its lowest unoccupied orbital energy is -2.33 eV. Its relative energy (zero: lowest compared OMol25 entry of this formula, charge and spin) is 32.8 kcal per mole.

Atoms and positions in Å:
C 1.0350 -1.1539 -0.2501
C -0.1952 1.3786 -0.1485
N 1.7747 -1.6096 0.4882
N 0.3085 2.2931 0.3275
P -0.9276 -0.0742 -1.0022
Cl -1.9955 -0.8341 0.5850